--- i ---
Computed, not measured: a 2-piece molecular cluster, C3H10NO overall, with ωB97M-V/def2-TZVPD.

Each line ends with the Löwdin charge.
Element x y z (Å)
H 2.49 -1.28 1.05  0.082
C 1.81 -0.58 1.54  -0.066
H 2.13 0.40 1.18  0.072
N -1.40 0.93 -0.99  0.183
H -2.38 0.88 -0.71  0.159
H -0.31 -0.14 1.62  0.113
H 0.61 -1.80 -0.51  0.127
C 0.35 -0.89 1.19  -0.270
H 0.14 -1.82 1.73  0.119
O -0.03 -1.15 -0.18  -0.101
H -1.57 2.65 -1.93  0.123
H -0.82 0.09 -0.66  0.076
C -0.87 1.87 -1.67  0.167
H 0.21 1.85 -1.69  0.126
H 1.87 -0.60 2.62  0.090

Its total charge is +1. The value obtained for the HOMO-LUMO gap is 9.867 eV. The lowest unoccupied orbital energy is -5.1 eV. For the HOMO energy, the calculation gives -14.97 eV. For the molar mass, the calculation gives 76.12 g mol⁻¹.

--- ii ---
Computed, not measured: a 2-piece molecular cluster, C3H10NO overall, with ωB97M-V/def2-TZVPD.

Each line ends with the Löwdin charge.
Element x y z (Å)
H -2.05 2.02 -0.44  0.110
N -0.98 0.41 0.03  -0.012
H -2.34 -0.73 -1.18  0.105
C 2.33 -0.14 0.04  -0.071
H 2.99 0.52 0.75  0.133
H -1.51 -1.65 0.27  0.111
C -1.06 1.62 -0.45  0.147
H -0.12 2.27 -0.43  0.145
H 1.52 -1.78 1.04  0.186
H 2.99 -0.87 -0.37  0.069
H -2.93 -0.62 0.62  0.116
C -2.05 -0.70 -0.10  0.014
H 0.03 0.06 0.27  0.085
H 1.98 0.41 -0.83  0.065
O 1.19 -0.81 0.78  -0.203

Its total charge is +1. The value obtained for the HOMO-LUMO gap is 10.500 eV. The lowest unoccupied orbital energy is -4.9 eV. For the HOMO energy, the calculation gives -15.40 eV. For the molar mass, the calculation gives 76.12 g mol⁻¹.

i is favored, and the nearest alternative lies 0.0415 hartree above it.

--- i ---
Computed, not measured: a 2-piece molecular cluster, C3H10NO overall, with ωB97M-V/def2-TZVPD.

Each line ends with the Löwdin charge.
Element x y z (Å)
H 1.14 1.89 0.19  0.121
C -2.61 -0.06 0.32  -0.091
H -3.38 -0.74 0.64  0.076
H 0.18 -0.19 0.25  0.123
H -1.71 -1.36 -0.87  0.098
O -1.43 -0.81 -0.13  -0.169
H -2.26 0.57 1.16  0.086
H 1.66 -1.84 1.04  0.141
C 2.00 -0.95 0.47  0.163
H 2.62 1.26 -0.70  0.104
H 1.08 1.41 -1.52  0.102
N 1.16 -0.19 -0.11  -0.003
H -3.06 0.64 -0.49  0.117
C 1.54 1.18 -0.56  0.006
H 3.07 -0.80 0.32  0.127

Its total charge is +1. The value obtained for the HOMO-LUMO gap is 9.941 eV. The lowest unoccupied orbital energy is -4.9 eV. For the HOMO energy, the calculation gives -14.87 eV. For the molar mass, the calculation gives 76.12 g mol⁻¹.

--- ii ---
Computed, not measured: a 2-piece molecular cluster, C3H10NO overall, with ωB97M-V/def2-TZVPD.

Each line ends with the Löwdin charge.
Element x y z (Å)
H 0.49 0.54 1.20  0.189
H 2.37 -0.42 0.68  0.087
H 2.62 0.21 -0.99  0.158
H 2.51 1.30 0.55  0.095
H 0.43 -1.75 0.43  0.058
C 0.11 -0.99 -0.23  0.042
C 2.09 0.43 0.06  -0.039
H -2.83 -1.02 -0.05  0.094
H -3.05 0.99 -0.79  0.196
O -2.33 0.91 -0.04  -0.066
C -2.20 -0.32 0.48  -0.013
N 0.61 0.42 0.15  -0.063
H -0.10 -1.20 -1.23  0.055
H -0.01 1.07 -0.32  0.139
H -2.06 -0.31 1.51  0.066

Its total charge is +1. The value obtained for the HOMO-LUMO gap (spin up / spin down) is 9.002 / 8.575 eV. The lowest unoccupied orbital energy (spin up / spin down) is -3.9 / -4.0 eV. For the HOMO energy (spin up / spin down), the calculation gives -12.86 / -12.62 eV. For the molar mass, the calculation gives 76.12 g mol⁻¹.

i is favored, and the nearest alternative lies 0.1031 hartree above it.

--- i ---
Computed, not measured: a 2-piece molecular cluster, C3H10NO overall, with ωB97M-V/def2-TZVPD.

Each line ends with the Löwdin charge.
Element x y z (Å)
C -2.27 0.63 -1.35  -0.083
H -2.59 0.46 -0.30  0.096
H 2.07 1.38 0.68  0.106
H 2.28 -0.03 -0.54  0.111
C 2.10 0.32 0.50  -0.009
H 2.84 -0.18 1.12  0.102
H -0.07 -0.13 0.00  0.145
H -2.17 1.65 -1.73  0.097
H 1.16 -1.62 2.22  0.113
H -2.98 0.03 -1.85  0.073
N 0.77 -0.31 0.71  -0.033
O -0.95 0.01 -1.39  -0.187
H -0.22 -0.28 2.43  0.123
H -0.78 -0.29 -2.35  0.152
C 0.61 -0.77 1.93  0.194

Its total charge is +1. The value obtained for the HOMO-LUMO gap is 9.116 eV. The lowest unoccupied orbital energy is -6.1 eV. For the HOMO energy, the calculation gives -15.17 eV. For the molar mass, the calculation gives 76.12 g mol⁻¹.

--- ii ---
Computed, not measured: a 2-piece molecular cluster, C3H10NO overall, with ωB97M-V/def2-TZVPD.

Each line ends with the Löwdin charge.
Element x y z (Å)
H 2.24 -1.92 -1.20  0.096
H -2.75 0.59 1.21  0.105
H 0.19 0.65 1.59  0.142
H -1.87 2.09 1.66  0.106
O 0.62 0.23 -0.48  -0.012
H -0.77 -0.67 1.51  0.162
H 1.91 -1.51 -2.91  0.083
H 2.79 -0.38 -1.82  0.097
C 1.99 -1.12 -1.90  -0.029
H -0.88 0.33 2.86  0.173
C -1.80 1.12 1.17  -0.012
N -0.74 0.29 1.85  0.136
C 0.72 -0.43 -1.50  -0.260
H -1.52 1.23 0.13  0.084
H -0.14 -0.51 -2.18  0.129

Its total charge is +1. The value obtained for the HOMO-LUMO gap is 10.683 eV. The lowest unoccupied orbital energy is -3.4 eV. For the HOMO energy, the calculation gives -14.12 eV. For the molar mass, the calculation gives 76.12 g mol⁻¹.

ii is favored, and the nearest alternative lies 0.1130 hartree above it.

--- i ---
Computed, not measured: a 2-piece molecular cluster, C3H10NO overall, with ωB97M-V/def2-TZVPD.

Each line ends with the Löwdin charge.
Element x y z (Å)
H 2.01 -0.31 1.22  0.084
N -0.05 0.72 0.34  0.413
H 0.29 1.36 1.09  0.144
H 1.77 1.35 -0.49  0.187
C 1.15 0.43 -0.43  -0.117
H -3.58 -0.59 -1.01  0.010
H 1.85 -1.63 0.04  0.158
C 2.11 -0.59 0.26  -0.118
H -3.89 0.90 -0.15  0.011
O 3.43 -0.27 -0.27  -0.040
H 0.84 0.11 -1.42  0.145
H -4.12 -0.53 0.76  0.018
C -3.53 -0.12 -0.04  -0.051
H -2.41 0.13 0.19  -0.001
H 4.14 -0.96 -0.09  0.157

Its total charge is +1. The value obtained for the HOMO-LUMO gap is 5.442 eV. The lowest unoccupied orbital energy is -10.0 eV. For the HOMO energy, the calculation gives -15.42 eV. For the molar mass, the calculation gives 76.12 g mol⁻¹.

--- ii ---
Computed, not measured: a 2-piece molecular cluster, C3H10NO overall, with ωB97M-V/def2-TZVPD.

Each line ends with the Löwdin charge.
Element x y z (Å)
H 2.32 0.97 -1.61  0.077
O -2.71 -0.22 1.44  0.025
H 2.87 -0.63 -1.29  0.082
H 1.57 0.86 0.91  0.083
H -3.14 0.44 -0.34  0.153
H -1.58 -1.33 -1.08  0.129
C -2.21 0.34 0.21  -0.209
N 1.68 0.11 0.25  0.000
H -0.69 -1.19 0.52  0.108
H -1.78 1.31 0.45  0.153
C -1.34 -0.73 -0.22  0.349
H 3.57 0.68 -0.40  0.086
H 0.81 -0.30 -0.02  -0.010
C 2.64 0.31 -0.81  -0.145
H -2.01 -0.60 2.00  0.118

Its total charge is +1. The value obtained for the HOMO-LUMO gap is 5.120 eV. The lowest unoccupied orbital energy is -8.4 eV. For the HOMO energy, the calculation gives -13.51 eV. For the molar mass, the calculation gives 76.12 g mol⁻¹.

ii is favored, and the nearest alternative lies 0.0572 hartree above it.